{"formula": "C6H9N", "method": "ωB97M-V with the def2-TZVPD basis set", "total_energy_ev": -7853.5894, "symbols": ["C", "C", "C", "C", "C", "C", "N", "H", "H", "H", "H", "H", "H", "H", "H", "H"], "positions_angstrom": [[-1.027, 1.461, -0.383], [0.300, 0.774, -0.165], [0.421, -0.529, -0.241], [-0.973, -2.344, 0.581], [0.141, -1.803, -0.282], [2.649, 1.224, -0.267], [1.439, 1.588, 0.118], [-1.838, 0.734, -0.271], [-1.128, 1.952, -1.355], [-1.178, 2.218, 0.399], [-1.018, -3.435, 0.605], [-1.899, -1.987, 0.106], [-0.966, -1.944, 1.599], [0.542, -2.429, -1.078], [3.317, 2.045, 0.069], [1.216, 2.477, 0.565]], "forces_ev_per_a": [[-0.03, 0.06, -0.10], [-0.06, -0.25, -0.11], [-0.16, -0.03, 0.02], [-0.10, -0.13, 0.15], [-0.14, 0.26, -0.13], [-0.28, 0.51, 0.32], [0.23, -0.21, -0.10], [0.19, 0.16, -0.11], [0.11, 0.01, 0.07], [0.06, -0.08, -0.14], [0.13, 0.11, 0.10], [0.08, -0.25, 0.21], [0.11, -0.12, -0.14], [-0.24, 0.16, -0.05], [-0.04, -0.10, 0.02], [0.14, -0.09, 0.00]]}



{"formula": "C18H37N3OPtSeSi4", "method": "ωB97M-V with the def2-TZVPD basis set", "total_energy_ev": -125871.4653, "total_charge": 2, "symbols": ["Pt", "N", "C", "O", "C", "C", "H", "H", "H", "H", "H", "H", "Se", "N", "C", "C", "C", "C", "C", "C", "N", "H", "H", "H", "H", "C", "Si", "C", "C", "Si", "Si", "C", "C", "C", "Si", "C", "C", "C", "H", "H", "H", "H", "H", "H", "H", "H", "H", "H", "H", "H", "H", "H", "H", "H", "H", "H", "H", "H", "H", "H", "H", "H", "H", "H", "H"], "positions_angstrom": [[0.369, 0.451, -1.275], [-0.115, 3.859, -3.942], [0.221, 2.850, -3.142], [-0.269, 2.731, -2.013], [1.222, 1.854, -3.687], [1.930, 1.106, -2.569], [-0.783, 4.549, -3.634], [0.281, 3.951, -4.862], [1.946, 2.365, -4.333], [0.677, 1.153, -4.331], [2.548, 1.791, -1.978], [2.552, 0.310, -2.976], [-2.858, -1.425, -2.340], [-1.080, -1.271, -2.193], [-0.514, -2.338, -2.762], [0.863, -2.574, -2.883], [1.279, -3.688, -3.552], [0.354, -4.619, -4.083], [-0.993, -4.450, -3.943], [-1.457, -3.290, -3.288], [-2.729, -2.958, -3.115], [1.551, -1.857, -2.448], [2.336, -3.879, -3.664], [0.738, -5.478, -4.608], [-1.707, -5.164, -4.317], [-0.314, -2.031, 3.962], [-0.417, -2.036, 2.066], [-2.043, -2.726, 1.370], [1.092, -2.776, 1.183], [-0.199, 0.359, 0.955], [-2.131, 1.771, 1.873], [-1.760, 3.436, 1.047], [-3.614, 0.877, 1.090], [-2.158, 1.848, 3.772], [2.108, 1.504, 1.983], [1.986, 3.225, 1.199], [3.316, 0.315, 1.133], [2.080, 1.451, 3.877], [-0.374, -3.057, 4.322], [-1.127, -1.482, 4.428], [0.620, -1.620, 4.328], [-2.067, -3.807, 1.497], [-2.136, -2.527, 0.303], [-2.924, -2.327, 1.864], [0.988, -3.856, 1.108], [2.017, -2.582, 1.715], [1.199, -2.390, 0.173], [-1.402, 3.316, 0.029], [-1.023, 4.013, 1.595], [-2.666, 4.037, 1.002], [-3.425, 0.618, 0.050], [-4.484, 1.529, 1.105], [-3.890, -0.032, 1.615], [-1.266, 2.315, 4.178], [-2.269, 0.876, 4.241], [-3.004, 2.454, 4.090], [1.438, 3.200, 0.259], [2.981, 3.612, 0.989], [1.499, 3.940, 1.855], [2.926, -0.026, 0.172], [3.534, -0.558, 1.740], [4.265, 0.810, 0.940], [1.261, 2.021, 4.301], [3.000, 1.887, 4.260], [2.022, 0.442, 4.269]], "forces_ev_per_a": [[-2.13, -0.74, -1.74], [0.01, 0.01, 0.00], [0.14, 0.35, -0.52], [0.09, -0.64, 0.56], [-0.58, -0.29, 0.27], [0.55, 0.73, 0.95], [-0.01, -0.04, 0.00], [0.00, 0.06, 0.01], [0.08, -0.18, 0.14], [-0.03, 0.08, -0.02], [-0.05, -0.16, -0.01], [-0.20, -0.26, 0.37], [0.07, 0.39, 0.31], [1.35, 1.01, 0.69], [-0.50, 0.22, 0.21], [0.68, -0.14, -0.12], [0.14, 0.61, 0.47], [-0.75, -0.32, -0.19], [0.59, -0.48, -0.26], [-0.36, 0.73, 0.41], [-0.18, -0.75, -0.54], [0.12, -0.09, -0.05], [0.06, -0.01, -0.03], [-0.01, -0.13, -0.02], [-0.08, -0.08, -0.11], [-0.05, 0.27, -0.69], [0.45, 0.43, -1.23], [0.50, 0.16, 0.25], [-0.54, -0.25, 0.43], [0.24, -0.46, 2.13], [0.31, 0.59, -0.98], [-0.46, -0.39, 0.33], [0.43, 0.24, 0.31], [0.30, -0.33, -0.71], [-0.13, -0.01, -0.69], [0.12, -0.53, 0.25], [-0.22, 0.37, 0.10], [-0.33, -0.14, -0.79], [-0.03, -0.21, -0.10], [-0.16, 0.08, 0.00], [0.18, 0.07, -0.03], [0.05, -0.16, 0.08], [0.10, 0.05, -0.05], [-0.10, 0.12, 0.12], [0.04, -0.24, 0.01], [0.16, 0.11, 0.15], [-0.11, 0.11, -0.12], [0.02, -0.14, -0.11], [0.16, 0.02, 0.18], [-0.18, 0.14, 0.03], [0.11, 0.05, -0.10], [-0.14, 0.19, 0.07], [0.03, -0.17, 0.14], [0.18, 0.10, -0.03], [-0.04, -0.21, 0.02], [-0.22, 0.13, -0.14], [-0.06, -0.06, -0.04], [0.23, -0.01, 0.04], [-0.12, 0.03, 0.14], [0.00, 0.07, 0.16], [-0.05, -0.15, 0.14], [0.21, 0.19, 0.09], [-0.17, 0.16, -0.03], [0.28, 0.14, -0.11], [0.01, -0.23, -0.04]]}



{"formula": "CH4N3", "method": "ωB97M-V with the def2-TZVPD basis set", "total_energy_ev": -5560.0919, "total_charge": 1, "symbols": ["N", "N", "C", "N", "H", "H", "H", "H"], "positions_angstrom": [[0.639, 0.257, 0.129], [0.469, -0.861, -0.878], [-0.202, -0.403, -2.039], [-0.989, -1.001, -1.115], [0.835, 1.246, -0.254], [1.321, -0.010, 0.900], [-0.355, 0.287, 0.609], [-0.109, 0.025, -2.960]], "forces_ev_per_a": [[-1.82, 1.51, 1.97], [1.35, -0.10, -0.16], [-4.00, -4.03, 6.85], [2.79, 2.75, -4.66], [-0.12, -1.78, 0.59], [-0.64, 0.27, -1.40], [2.18, 0.26, -0.86], [0.27, 1.11, -2.34]]}



Energy relative to the best compared isomer or geometry (same formula, charge and spin)
In order: 105.39 112.08 110.53
Unit: kcal/mol